# 1
This record from the OMol25 dataset describes a molecular structure, C28H24Br12N4O8 in a non-equilibrium geometry. The level of theory is ωB97M-V/def2-TZVPD.

```
76
Properties=species:S:1:pos:R:3:mulliken_charge:R:1
Br 14.43947 6.95873 -15.37352 -0.02
Br 21.23859 14.09317 -13.98693 -0.03
Br 14.42739 13.64876 -15.10736 -0.04
Br 17.57142 7.92521 -15.70189 0.26
Br 20.51743 15.62183 -20.56180 0.08
Br 16.92351 5.81772 -13.35873 -0.03
Br 16.49998 11.24355 -13.73739 -0.01
Br 19.70232 15.62923 -16.33952 -0.07
Br 16.02467 11.45730 -16.98703 -0.01
Br 18.05466 14.29539 -22.32395 -0.05
Br 21.08936 14.66272 -23.71754 -0.03
Br 18.10784 14.84524 -13.46229 -0.06
O 19.65397 11.21654 -12.84358 -0.31
O 20.25992 7.37595 -22.61125 -0.55
O 22.91187 13.92333 -16.87788 -0.56
O 22.60143 13.89313 -18.97122 -0.59
O 29.56356 16.46578 -18.76927 -0.56
O 29.17780 18.68763 -18.87664 -0.57
O 21.39339 10.09518 -12.33510 -0.61
O 19.65066 9.13618 -21.48586 -0.55
N 20.19707 8.02696 -21.60946 0.92
N 20.67449 11.10293 -12.16337 0.90
N 28.83215 17.47941 -18.99169 0.90
N 22.36247 13.52579 -17.82866 1.19
C 20.00049 13.09627 -10.77958 -0.04
C 21.22426 11.77800 -16.46652 -0.53
C 20.23725 12.52717 -18.46276 -0.04
C 24.84738 16.57759 -19.68198 -0.11
C 21.52235 6.22127 -20.41690 -0.53
C 19.80135 15.39388 -22.38247 -0.44
C 22.67248 13.56742 -10.22233 -0.70
C 21.71645 5.48455 -19.26740 -0.39
C 25.25556 17.89228 -19.69983 -0.66
C 22.28664 12.32950 -10.83569 -0.20
C 26.57619 18.18251 -19.50813 -0.08
C 20.37188 14.20529 -9.93602 -0.53
C 16.02030 12.44652 -15.29320 0.29
C 20.98798 12.12749 -11.18581 -0.28
C 19.31011 11.44993 -18.50037 -1.12
C 25.76008 15.55810 -19.59461 -0.64
C 19.49741 14.30642 -14.80530 0.51
C 16.35223 6.44926 -15.14474 -0.44
C 27.49192 17.17465 -19.34539 -0.11
C 19.23292 10.71255 -17.30305 -0.23
C 20.60496 7.25879 -20.38381 0.11
C 27.07938 15.84979 -19.49806 -0.18
C 21.69172 14.37476 -9.60491 -0.35
C 20.12721 10.92292 -16.26228 -0.17
C 21.27558 12.57737 -17.54828 -0.01
C 19.89948 7.50912 -19.23305 0.13
C 20.10089 6.77072 -18.06291 -0.22
C 20.99279 5.75559 -18.10758 -0.61
H 26.90570 19.20913 -19.44590 0.44
H 21.18180 5.13874 -17.24145 0.40
H 16.87750 13.09997 -15.45538 -0.27
H 21.98107 11.93454 -15.71211 0.60
H 19.14029 13.35353 -15.19586 -0.40
H 20.11692 10.38611 -15.32519 0.40
H 27.81558 15.06510 -19.59129 0.40
H 20.25352 13.22799 -19.28433 0.04
H 23.81303 16.27040 -19.72855 0.40
H 23.07010 11.63487 -11.10043 0.45
H 19.61877 7.03494 -17.13331 0.15
H 22.37117 4.63543 -19.39682 0.36
H 18.97022 13.01759 -11.09381 0.57
H 18.47864 9.94856 -17.18568 0.41
H 18.53932 11.33109 -19.24747 0.55
H 19.60364 16.38881 -22.78139 0.42
H 23.70040 13.62371 -9.89583 0.40
H 19.14000 8.27506 -19.17877 0.34
H 21.97721 5.84003 -21.31921 0.40
H 21.96043 15.20593 -8.96982 0.39
H 19.62929 14.85164 -9.49195 0.40
H 24.49166 18.65412 -19.74933 0.37
H 25.38603 14.55373 -19.72776 0.40
H 16.51294 5.63549 -15.85189 0.37
```

Results
Net charge ... 0
Max |F| ... 4.010 eV Å⁻¹
Electronic energy ... -892260.6049 eV
HOMO ... -9.86 eV

=====

# 2
This record from the OMol25 dataset describes a molecular structure, C28H24CdF12I2N2O8S4 in a non-equilibrium geometry. The level of theory is ωB97M-V/def2-TZVPD.

```
81
Properties=species:S:1:pos:R:3:mulliken_charge:R:1
I 2.29907 -0.55234 -2.15093 -0.54
I 2.26125 4.41124 -3.49683 -0.63
Cd 1.84416 1.63188 -3.57853 1.03
S 2.33489 -1.20468 6.53522 1.01
S 0.31736 -3.16426 6.72000 0.92
S 1.41837 0.91926 -6.92638 0.89
S -0.98471 0.73803 -5.40318 0.65
F 2.48409 -4.01595 7.92826 -0.22
F 2.88078 1.14079 5.54063 -0.25
F 1.91097 -0.17378 4.14115 -0.16
F 2.13991 -5.09082 6.09144 -0.23
F 1.63574 3.50278 -6.80183 -0.17
F -0.55798 -1.54182 -4.35372 -0.18
F 2.26456 2.51739 -8.79643 -0.22
F 0.83047 0.80576 5.72653 -0.24
F -2.55717 -1.14950 -5.07060 -0.22
F 0.89301 -5.52729 7.85724 -0.27
F 0.18335 2.86859 -8.33369 -0.21
F -1.00266 -1.68413 -6.54920 -0.19
O 2.08358 -0.61922 7.83126 -0.67
O -1.37871 1.19618 -4.06218 -0.56
O 0.73927 0.00651 -7.84291 -0.59
O 3.61888 -1.78373 6.28443 -0.65
O -0.09530 -2.72733 8.01818 -0.64
O -0.62968 -3.78663 5.83184 -0.59
O 2.82962 0.74250 -6.60170 -0.66
O -1.83491 1.15893 -6.49935 -0.67
N 0.60990 1.09981 -5.49179 -0.05
N 1.26773 -2.19310 5.96760 -0.28
C -1.23716 -1.04575 -5.36839 0.68
C 1.55304 -4.53647 7.15012 0.66
C 6.32664 1.56449 1.57336 -0.58
C -0.54666 -3.96378 -0.32436 -0.30
C 1.94483 0.19134 5.44906 0.62
C -2.01671 -5.04950 1.84579 -0.55
C 4.28349 2.39228 0.55088 -0.60
C -1.28973 -0.34239 0.95171 -0.31
C -1.82414 0.15219 -0.20772 -0.60
C -3.77564 5.18075 -1.47545 -0.47
C 5.64184 2.51735 0.86882 -0.21
C -0.00940 -4.05036 0.97075 -0.66
C -1.80638 -4.52456 -0.53272 -0.33
C 5.56904 0.48321 2.07426 -0.34
C -3.08824 0.77163 -0.13153 -0.07
C -3.17278 0.48395 2.20807 -0.33
C -2.54112 4.73229 -1.91249 -0.54
C 4.18518 0.31938 1.84255 -0.41
C -4.87343 4.44283 -1.93390 -0.20
C 3.55960 1.24893 1.02489 -0.24
C -2.43053 3.66517 -2.75850 -0.08
C -3.77847 0.96126 1.02798 -0.45
C 1.38716 2.59803 -7.75193 0.66
C -2.52120 -5.14881 0.50957 -0.42
C -2.03605 -0.23444 2.13119 -0.92
C -4.82945 3.35879 -2.80696 -0.50
C -0.74066 -4.51003 2.03753 -0.11
C -3.53813 2.93201 -3.25130 -0.09
H -1.63489 -0.61809 2.98768 0.78
H 0.91124 -3.58055 1.14215 0.49
H -3.69057 0.66922 3.16178 0.33
H -5.77878 2.97104 -3.32608 0.25
H -0.01528 -3.50664 -1.14959 0.45
H -0.48229 -1.02172 0.98723 0.59
H 3.77623 3.18755 -0.01836 0.38
H -1.42591 3.40727 -3.10006 0.24
H 6.08746 3.40630 0.48400 0.35
H -3.56390 1.08180 -1.07587 0.26
H 3.62699 -0.48686 2.27820 0.44
H -4.73350 1.52462 0.95123 0.33
H 7.36184 1.68692 1.85480 0.36
H -5.89582 4.74859 -1.60558 0.25
H -1.42286 -0.10899 -1.17706 0.39
H -3.50193 -5.47494 0.12026 0.26
H -3.43954 2.04695 -3.85265 0.40
H -3.98910 6.16194 -0.94376 0.29
H -1.70015 5.35890 -1.67464 0.40
H -2.24143 -4.52916 -1.53334 0.34
H -2.58615 -5.47927 2.63437 0.45
H -0.40795 -4.52654 3.07138 0.39
H 2.50748 1.13661 0.70696 0.53
H 6.03803 -0.16982 2.80115 0.33
```

Results
Net charge ... -2
Max |F| ... 3.365 eV Å⁻¹
Electronic energy ... -145505.5550 eV
HOMO ... -5.16 eV

=====

# 3
This record from the OMol25 dataset describes a molecular structure, C28H24F6N6O8S2Ti. The level of theory is ωB97M-V/def2-TZVPD.

```
75
Properties=species:S:1:pos:R:3:mulliken_charge:R:1
Ti 0.12202 -0.17675 -0.07936 -0.02
S 0.65028 4.04442 3.40769 1.00
S -0.16655 2.41002 1.27519 1.53
F -2.56130 2.62495 2.41539 -0.18
F -1.87028 4.41445 1.38384 -0.20
F 1.40643 3.29866 5.77590 -0.22
F -2.54341 2.69164 0.26227 -0.10
F 1.19324 1.65967 4.37195 -0.20
F 2.90914 2.98075 4.25154 -0.21
O -0.27117 1.03566 1.79763 -0.68
O -1.42975 0.43196 -1.18525 1.33
O -1.27236 1.83260 -7.24989 -0.61
O 1.36017 5.27201 3.39250 -0.65
O -0.69277 3.95100 3.88377 -0.60
O -3.29346 2.39022 -6.75125 -0.62
O 1.17468 -0.14376 -1.93165 -0.27
O 0.09539 2.31682 -0.15161 -0.96
N -1.47141 -1.14343 1.10316 1.38
N 1.15371 -2.15430 0.80731 0.92
N -2.19364 1.96446 -6.47025 1.03
N -0.47002 -2.16467 -1.28678 0.91
N 2.21856 0.62802 0.50256 0.98
N 0.83991 3.32443 1.97421 -0.37
C 2.32399 -1.98162 1.70976 -1.74
C 2.78352 0.41621 1.70495 0.58
C 1.62604 -2.87159 -0.40098 -1.55
C -0.52028 0.68536 -3.38332 1.52
C -3.57400 -0.99883 2.21369 -1.20
C -2.79341 1.35570 -2.83623 -1.05
C 1.60554 2.92637 4.52109 0.71
C -1.95968 1.57273 -5.07561 -0.79
C -1.57864 -2.33608 -2.00894 -0.49
C -1.76135 -3.42734 -2.84068 -1.21
C 0.10696 -2.95278 1.50925 -1.90
C -1.90683 3.09688 1.36845 0.36
C -2.01405 -2.70064 2.81459 -1.14
C 0.47590 -3.10507 -1.33006 0.57
C -1.16015 -2.21208 1.83617 0.94
C -1.55470 0.81531 -2.41108 -0.08
C -0.75848 -4.37953 -2.91998 -0.55
C 2.23560 -0.70564 2.53498 -1.05
C 0.37477 -4.22533 -2.13689 -0.96
C 3.90423 1.11534 2.12040 -0.75
C -2.99124 1.72650 -4.13707 -0.56
C 0.76686 0.18919 -3.05845 -0.63
C 3.88714 2.29192 0.05704 -0.92
C -2.66008 -0.55308 1.28182 -0.41
C 2.77468 1.55635 -0.29302 -0.42
C -0.74602 1.06850 -4.72146 -0.60
C 4.46197 2.07511 1.29589 -0.66
C -3.23626 -2.08473 3.00810 -0.59
H 1.21115 -0.50595 2.85580 0.03
H 2.29073 1.73583 -1.23788 0.40
H 2.09927 -3.82239 -0.13268 0.54
H 3.22431 -1.93538 1.09684 0.66
H -2.67581 -3.52045 -3.40871 0.51
H -0.17594 -3.80158 0.88162 0.50
H 4.32126 0.90501 3.09487 0.51
H -4.51969 -0.48807 2.32259 0.55
H -2.85773 0.30350 0.65474 0.43
H 1.16361 -4.96558 -2.13809 0.55
H 2.37777 -2.24259 -0.88259 0.56
H 0.51239 -3.38090 2.42647 0.64
H -1.71804 -3.55478 3.40917 0.55
H -3.57467 1.47382 -2.09795 0.49
H -3.91624 -2.44643 3.76757 0.43
H -2.33694 -1.57228 -1.90840 0.69
H 4.27301 3.02945 -0.63133 0.52
H -0.86602 -5.24165 -3.56438 0.44
H 1.47981 0.10788 -3.88890 0.39
H 0.03275 0.97064 -5.46641 0.60
H 5.32735 2.63934 1.61650 0.46
H 2.84140 -0.80676 3.43470 0.84
H -3.93403 2.14049 -4.46634 0.56
H 2.42091 -2.86714 2.34152 0.54
```

Results
Net charge ... +1
Max |F| ... 0.454 eV Å⁻¹
2S+1 ... 2
Electronic energy ... -115832.2107 eV
Relative energy (zero: lowest compared OMol25 entry of this formula, charge and spin) ... 0.0 kJ/mol
HOMO (spin up / spin down) ... -11.64 / -11.71 eV
Expectation value of S² ... 0.75